[1]
ORCA calculation (ωB97M-V/def2-TZVPD) on a structure of composition C27H54Cl2InN3O4Si2.

Summary:
- Orbital gap: 0.2902 Eh
- Energy relative to the best compared isomer or geometry (same formula, charge and spin): 4.6 kJ/mol
- Largest force on an atom: 2.33 eV/Å
- Highest occupied orbital energy: -7.541 eV
- Lowest unoccupied orbital energy: 0.355 eV
- E: -3216.1023 hartree

```
! RIJCOSX wB97M-V def2-TZVPD def2/J DEFGRID3
* xyz 0 1
C 4.3482 -0.5112 -1.2979
C 4.2458 -0.0005 0.1064
H 5.1226 0.0373 -1.8386
H 3.3976 -0.4109 -1.8390
H 4.6235 -1.5769 -1.3068
C 5.1561 0.7696 0.7219
C 6.4291 1.2597 0.1188
H 4.9780 1.1036 1.7511
H 6.5076 1.0309 -0.9486
H 7.3027 0.8315 0.6278
H 6.4929 2.3470 0.2541
In -0.0290 -0.3320 -0.4467
Cl 0.7729 -0.4218 -2.6837
C -0.2337 -0.2368 2.9289
O -0.6691 0.3336 1.8995
N -0.6478 0.0490 4.1690
C -1.4830 1.2152 4.4221
C -0.1981 -0.7032 5.3349
H 0.5251 -1.0411 2.8763
H -1.8441 1.6100 3.4703
H -0.9068 1.9845 4.9559
H -2.3242 0.9172 5.0579
H 0.3158 -1.6173 5.0153
H -1.0598 -0.9702 5.9630
H 0.4940 -0.1057 5.9460
H -5.6167 -0.7950 -0.5230
H -5.2908 -2.7009 -2.3136
C -4.9154 -0.2088 -1.1254
C -4.5513 -2.0427 -2.7894
N -3.9963 -1.1076 -1.8191
H -4.3513 0.4707 -0.4847
C -2.6886 -1.0056 -1.6565
O -2.1845 -0.1969 -0.8103
H -3.7256 -2.6453 -3.1840
H -2.0518 -1.6583 -2.2770
H -5.4853 0.3619 -1.8670
H -5.0335 -1.4982 -3.6123
H 2.8469 2.0000 -1.6291
H 3.3063 3.2522 0.8635
C 2.0784 2.7837 -1.7082
C 2.5084 3.8943 0.4581
N 1.5936 3.1343 -0.3764
H 1.2523 2.4228 -2.3229
C 0.4707 2.6133 0.1264
O -0.3366 1.9197 -0.5438
H 1.9430 4.3379 1.2858
H 0.2931 2.8069 1.1997
H 2.5347 3.6811 -2.1402
H 2.9693 4.6754 -0.1557
O 1.9034 0.2870 0.3315
C 2.9703 -0.3948 0.8530
C 2.6970 1.0084 2.9657
C 3.0274 -0.2066 2.3727
H 2.3409 1.8255 2.3250
C 2.8086 1.1489 4.3504
H 2.8763 -1.4899 0.6890
C 3.3729 -1.3116 3.1526
H 2.5920 2.1262 4.7878
C 3.1822 0.0558 5.1360
C 3.4578 -1.1760 4.5359
H 3.5667 -2.2528 2.6282
H 3.2444 0.1763 6.2180
H 3.7375 -2.0391 5.1356
Si 0.1733 -0.7954 -6.5573
Cl 2.0951 -0.4439 -5.8066
C -0.5799 0.9233 -6.6662
C -0.5337 -2.1469 -5.4645
C 0.1913 -1.4161 -8.3383
H -0.3284 1.5466 -5.7984
H -1.6711 0.8590 -6.7590
H -0.2003 1.4298 -7.5658
H 0.5600 -0.6661 -9.0503
H -0.8523 -1.6458 -8.5983
H 0.7866 -2.3282 -8.4618
H -0.3981 -1.9252 -4.3984
H -0.0120 -3.0915 -5.6712
H -1.5999 -2.3256 -5.6637
C -1.9519 -4.6027 -0.2734
Si -1.2212 -3.4599 1.0360
C -2.6365 -2.4489 1.7670
C -0.5448 -4.5301 2.4371
C 0.1663 -2.4310 0.3245
H -2.7370 -5.2378 0.1598
H -1.1752 -5.2674 -0.6743
H -2.3967 -4.0655 -1.1240
H -3.5681 -3.0241 1.6703
H -2.4827 -2.2528 2.8366
H -2.7829 -1.4826 1.2686
H 0.2666 -5.1778 2.0787
H -0.1525 -3.9356 3.2757
H -1.3444 -5.1751 2.8294
H 0.6795 -2.9848 -0.4812
H 0.9365 -2.2907 1.1006
*
```



[2]
ORCA calculation (ωB97M-V/def2-TZVPD) on a cluster of 2 separate species, C6H14N2O2P in total.

Summary:
- Orbital gap: 0.3413 Eh
- Largest force on an atom: 0.36 eV/Å
- Highest occupied orbital energy: -12.113 eV
- Lowest unoccupied orbital energy: -2.826 eV
- E: -838.1712 hartree

```
! RIJCOSX wB97M-V def2-TZVPD def2/J DEFGRID3
* xyz 1 1
O -1.6982 5.3308 0.9680
P -0.9350 3.9801 0.4970
O 0.3728 3.8744 1.4838
H -1.1464 6.1051 1.1217
H -0.2882 4.4612 -0.6856
H 1.0709 4.5194 1.3297
C -1.6546 -3.5294 -0.1014
C -1.2042 -2.5027 0.9206
N -0.3004 -1.4905 0.3417
C -0.3373 -0.1433 0.6181
C 0.6654 0.4340 -0.0848
N 1.3017 -0.5681 -0.7788
C 0.7003 -1.7219 -0.5012
C 2.4442 -0.4051 -1.6802
H -0.8203 -4.1138 -0.4897
H -2.3458 -4.2243 0.3707
H -2.1624 -3.0519 -0.9392
H -0.6880 -2.9746 1.7561
H -2.0563 -1.9575 1.3200
H -1.0673 0.2732 1.2891
H 0.9888 1.4570 -0.1570
H 0.9848 -2.6807 -0.8979
H 2.1692 -0.7193 -2.6838
H 3.2833 -0.9955 -1.3214
H 2.7231 0.6434 -1.6954
*
```